Record 1
{
  "formula": "C24H30N2O2S",
  "method": "the ωB97M-V functional and the def2-TZVPD basis",
  "homo_lumo_gap_ev": 8.7,
  "lumo_ev": 0.6,
  "molar_mass_g_mol": 410.6,
  "e_above_lowest_kj_mol": 161.7,
  "charge": 0,
  "smiles": "CSc1cccc(CN2CCC(Oc3cccc(C(=O)N4CCCC4)c3)CC2)c1",
  "homo_ha": -0.29780,
  "energy_ha": -1590.730057,
  "symbols": ["C", "H", "H", "H", "S", "C", "C", "C", "C", "C", "C", "H", "C", "N", "C", "C", "H", "H", "C", "C", "C", "H", "H", "H", "H", "H", "O", "C", "C", "C", "C", "C", "C", "H", "H", "H", "C", "O", "N", "C", "C", "H", "C", "H", "C", "H", "H", "H", "H", "H", "H", "H", "H", "H", "H", "H", "H", "H", "H"],
  "xyz": [[-1.465, -6.141, 1.901], [-0.386, -6.066, 1.808], [-1.755, -6.488, 2.888], [-1.853, -6.815, 1.144], [-2.235, -4.532, 1.563], [-1.650, -3.492, 2.868], [-0.717, -3.884, 3.817], [-0.334, -2.987, 4.799], [-0.861, -1.710, 4.838], [-1.791, -1.305, 3.885], [-2.181, -2.206, 2.908], [-2.912, -1.924, 2.165], [-2.318, 0.110, 3.873], [-1.532, 1.040, 3.074], [-0.177, 1.220, 3.560], [0.464, 2.417, 2.863], [-0.107, 3.318, 3.089], [1.486, 2.544, 3.219], [0.474, 2.215, 1.347], [-0.953, 1.911, 0.878], [-1.523, 0.730, 1.658], [-2.551, 0.546, 1.337], [-0.923, -0.170, 1.436], [-1.570, 2.794, 1.050], [-0.962, 1.677, -0.188], [0.849, 3.129, 0.865], [1.355, 1.137, 1.075], [1.845, 0.949, -0.175], [1.593, 1.759, -1.278], [2.171, 1.464, -2.506], [3.014, 0.372, -2.644], [3.267, -0.434, -1.546], [2.685, -0.157, -0.327], [2.874, -0.776, 0.536], [3.926, -1.285, -1.642], [3.483, 0.166, -3.595], [1.916, 2.389, -3.657], [2.346, 3.529, -3.688], [1.183, 1.867, -4.661], [0.476, 0.599, -4.630], [-0.287, 0.564, -5.956], [0.333, 0.112, -6.731], [-0.512, 2.042, -6.269], [-1.344, 2.429, -5.680], [0.798, 2.671, -5.809], [1.567, 2.598, -6.587], [0.712, 3.717, -5.508], [-0.713, 2.224, -7.322], [-1.214, 0.000, -5.879], [-0.212, 0.573, -3.776], [1.168, -0.240, -4.530], [0.963, 2.632, -1.208], [-0.216, 1.408, 4.635], [0.447, 0.328, 3.381], [-3.337, 0.123, 3.473], [-2.344, 0.504, 4.893], [-0.556, -1.025, 5.616], [0.387, -3.296, 5.542], [-0.288, -4.872, 3.806]],
  "atomic_forces_ev_per_a": [[-0.132, 0.601, 0.047], [0.068, -0.114, 0.026], [0.046, -0.120, 0.043], [-0.010, -0.044, -0.031], [0.009, -0.165, -0.048], [-0.032, -0.324, -0.215], [-0.013, -0.012, -0.023], [0.074, 0.041, 0.099], [-0.033, -0.028, 0.007], [-0.021, -0.029, 0.017], [0.069, -0.095, 0.087], [-0.126, 0.111, -0.081], [-0.007, 0.044, -0.002], [-0.073, 0.057, 0.045], [0.144, 0.244, 0.010], [0.134, -0.345, -0.186], [0.001, 0.041, 0.006], [0.032, 0.068, -0.014], [-0.366, 0.633, 0.070], [0.261, -0.316, 0.001], [-0.015, 0.177, -0.224], [0.027, -0.062, -0.014], [-0.121, 0.017, -0.006], [-0.026, 0.041, -0.037], [-0.009, 0.059, -0.039], [-0.014, -0.158, 0.052], [0.115, -0.156, 0.079], [0.165, -0.211, -0.241], [-0.139, 0.120, 0.183], [0.266, -0.092, 0.182], [-0.088, 0.161, -0.120], [-0.023, 0.004, 0.048], [-0.109, 0.102, 0.129], [0.014, -0.072, 0.103], [0.058, -0.064, 0.009], [0.021, -0.032, -0.112], [-0.017, -0.120, -0.049], [0.104, 0.230, 0.133], [-0.029, 0.055, -0.223], [-0.186, -0.561, 0.210], [-0.030, 0.094, 0.089], [0.004, -0.041, -0.025], [0.160, -0.087, 0.003], [-0.030, 0.041, 0.006], [0.034, 0.412, -0.184], [-0.066, 0.093, 0.006], [0.041, -0.087, -0.084], [-0.049, 0.052, -0.018], [0.020, -0.079, -0.016], [0.052, -0.076, -0.072], [-0.133, 0.035, 0.017], [-0.060, 0.078, 0.058], [0.042, -0.067, 0.005], [-0.044, 0.030, 0.114], [0.013, -0.015, 0.086], [-0.069, -0.056, -0.032], [0.026, 0.094, 0.081], [0.056, -0.014, 0.070], [0.013, -0.094, -0.026]]
}

Record 2
{
  "formula": "C24H30N2O3S",
  "method": "the ωB97M-V functional and the def2-TZVPD basis",
  "homo_lumo_gap_ev": 9.2,
  "lumo_ev": 0.6,
  "molar_mass_g_mol": 426.6,
  "e_above_lowest_kj_mol": 103.1,
  "charge": 0,
  "smiles": "Cc1ccc(S(=O)(=O)N(CC(=O)NCCC2=CCCCC2)Cc2ccccc2)cc1",
  "homo_ha": -0.31817,
  "energy_ha": -1665.966300,
  "symbols": ["C", "C", "C", "C", "C", "C", "C", "H", "H", "S", "O", "O", "N", "C", "C", "O", "N", "H", "C", "C", "C", "C", "C", "C", "C", "C", "H", "H", "H", "H", "H", "H", "H", "H", "H", "H", "H", "H", "H", "H", "H", "C", "C", "C", "C", "C", "C", "C", "H", "H", "H", "H", "H", "H", "H", "H", "H", "H", "H", "H"],
  "xyz": [[6.656, -1.754, -1.686], [5.346, -1.420, -1.042], [4.829, -2.217, -0.026], [3.601, -1.927, 0.541], [2.887, -0.837, 0.084], [3.388, -0.020, -0.909], [4.617, -0.316, -1.471], [5.014, 0.314, -2.252], [2.805, 0.828, -1.230], [1.300, -0.495, 0.820], [0.659, 0.577, 0.109], [1.486, -0.313, 2.237], [0.486, -1.951, 0.603], [-0.266, -2.442, 1.744], [-1.595, -1.691, 1.897], [-2.660, -2.181, 1.575], [-1.447, -0.453, 2.397], [-0.509, -0.104, 2.545], [-2.520, 0.516, 2.380], [-2.545, 1.294, 1.054], [-3.476, 2.470, 1.122], [-3.029, 3.719, 1.094], [-3.903, 4.933, 1.172], [-5.314, 4.584, 1.637], [-5.809, 3.353, 0.887], [-4.941, 2.152, 1.249], [-5.186, 1.302, 0.607], [-5.151, 1.849, 2.279], [-5.747, 3.538, -0.187], [-6.852, 3.148, 1.136], [-5.983, 5.431, 1.471], [-5.302, 4.369, 2.708], [-3.452, 5.664, 1.848], [-3.945, 5.399, 0.181], [-1.970, 3.909, 0.988], [-1.530, 1.623, 0.823], [-2.866, 0.609, 0.264], [-2.377, 1.204, 3.216], [-3.455, -0.034, 2.514], [0.358, -2.299, 2.627], [-0.467, -3.506, 1.595], [-0.202, -2.011, -0.679], [0.809, -1.988, -1.788], [1.757, -3.001, -1.880], [2.717, -2.976, -2.875], [2.735, -1.941, -3.795], [1.789, -0.934, -3.715], [0.832, -0.956, -2.714], [0.104, -0.162, -2.642], [1.798, -0.127, -4.432], [3.482, -1.922, -4.574], [3.449, -3.767, -2.935], [1.739, -3.807, -1.162], [-0.897, -1.169, -0.785], [-0.776, -2.942, -0.702], [3.186, -2.533, 1.330], [5.392, -3.070, 0.322], [7.226, -0.851, -1.892], [7.247, -2.410, -1.053], [6.480, -2.261, -2.634]],
  "atomic_forces_ev_per_a": [[-0.041, -0.014, -0.032], [-0.054, 0.115, 0.038], [-0.108, 0.079, 0.078], [0.121, -0.048, 0.104], [-0.379, 0.171, 0.216], [-0.143, 0.135, 0.041], [0.046, -0.104, 0.175], [0.029, 0.078, -0.096], [-0.034, 0.102, -0.115], [0.508, -0.151, -0.070], [0.118, -0.178, -0.301], [0.104, -0.313, 0.112], [0.532, 0.697, 0.214], [-0.193, 0.013, 0.367], [0.339, -0.280, 0.264], [-0.263, -0.159, -0.188], [0.018, 0.321, 0.151], [-0.101, -0.117, 0.127], [-0.170, -0.016, -0.237], [0.051, 0.147, 0.263], [0.085, -0.308, -0.050], [0.032, 0.211, -0.065], [-0.141, 0.013, 0.144], [0.013, 0.080, -0.271], [-0.048, -0.073, 0.303], [-0.123, 0.238, -0.124], [0.015, -0.087, 0.042], [-0.062, -0.109, 0.005], [-0.042, -0.008, -0.074], [-0.018, -0.001, -0.078], [-0.004, 0.005, 0.079], [-0.031, 0.021, 0.077], [0.003, 0.042, -0.066], [0.012, 0.092, 0.030], [0.189, -0.112, -0.042], [-0.060, -0.004, -0.008], [0.041, -0.051, -0.048], [-0.061, -0.034, -0.031], [0.066, 0.125, 0.108], [-0.138, -0.150, 0.034], [-0.014, 0.181, -0.003], [-0.148, 0.060, -0.438], [-0.115, -0.071, -0.441], [-0.102, 0.029, -0.133], [-0.002, -0.114, 0.050], [-0.026, 0.075, -0.100], [0.008, 0.014, -0.147], [-0.096, -0.142, 0.019], [-0.081, 0.111, 0.039], [0.003, 0.081, -0.064], [0.074, 0.008, -0.069], [0.074, -0.074, 0.000], [0.033, -0.099, 0.121], [-0.056, -0.186, -0.032], [0.036, 0.087, 0.089], [0.013, -0.176, 0.093], [0.058, -0.085, 0.047], [0.088, 0.030, -0.027], [0.084, -0.040, 0.009], [0.062, -0.055, -0.090]]
}

Record 3
{
  "formula": "C24H30N2O4",
  "method": "the ωB97M-V functional and the def2-TZVPD basis",
  "homo_lumo_gap_ev": 8.3,
  "lumo_ev": 0.7,
  "molar_mass_g_mol": 410.5,
  "e_above_lowest_kj_mol": 166.7,
  "charge": 0,
  "smiles": "CCOC(=O)c1c(C)n(C)c2ccc(OC[C@H](O)CNCCc3ccccc3)cc12",
  "homo_ha": -0.28133,
  "energy_ha": -1343.032330,
  "symbols": ["C", "C", "H", "H", "O", "C", "O", "C", "C", "N", "C", "C", "C", "C", "C", "C", "H", "O", "C", "C", "O", "H", "C", "N", "H", "C", "C", "C", "C", "C", "C", "C", "C", "H", "H", "H", "H", "H", "H", "H", "H", "H", "H", "H", "H", "H", "H", "H", "H", "C", "H", "H", "H", "C", "H", "H", "H", "H", "H", "H"],
  "xyz": [[-4.228, 0.335, -0.468], [-3.454, 0.893, -1.655], [-3.789, 1.913, -1.871], [-3.587, 0.266, -2.540], [-2.053, 0.911, -1.411], [-1.567, 1.998, -0.758], [-2.289, 2.906, -0.403], [-0.133, 1.932, -0.563], [0.626, 2.893, 0.092], [1.928, 2.513, 0.109], [2.053, 1.294, -0.517], [3.164, 0.487, -0.721], [2.978, -0.721, -1.350], [1.710, -1.133, -1.798], [0.609, -0.319, -1.620], [0.775, 0.895, -0.960], [-0.373, -0.590, -1.962], [1.714, -2.354, -2.416], [0.554, -2.864, -3.021], [-0.204, -3.893, -2.156], [-1.089, -4.623, -2.980], [-1.756, -4.021, -3.328], [-0.962, -3.306, -0.958], [-0.082, -2.926, 0.128], [0.562, -3.688, 0.312], [-0.802, -2.573, 1.344], [-1.180, -1.084, 1.369], [-0.161, -0.219, 2.055], [1.199, -0.471, 1.926], [2.125, 0.315, 2.586], [1.709, 1.373, 3.375], [0.357, 1.649, 3.490], [-0.569, 0.856, 2.836], [-1.623, 1.075, 2.935], [0.021, 2.476, 4.099], [2.433, 1.977, 3.904], [3.179, 0.100, 2.484], [1.528, -1.282, 1.296], [-2.142, -0.960, 1.870], [-1.288, -0.736, 0.341], [-0.166, -2.792, 2.205], [-1.718, -3.181, 1.446], [-1.693, -4.077, -0.640], [-1.533, -2.425, -1.269], [0.521, -4.630, -1.794], [0.899, -3.399, -3.914], [-0.125, -2.065, -3.342], [3.808, -1.388, -1.521], [4.151, 0.779, -0.394], [2.989, 3.271, 0.706], [3.131, 4.220, 0.180], [3.912, 2.701, 0.655], [2.763, 3.482, 1.752], [0.189, 4.161, 0.721], [-0.879, 4.283, 0.573], [0.402, 4.143, 1.790], [0.713, 5.012, 0.284], [-3.900, -0.676, -0.238], [-5.290, 0.321, -0.699], [-4.065, 0.966, 0.402]],
  "atomic_forces_ev_per_a": [[0.341, 0.140, -0.221], [-0.589, 0.166, 0.008], [0.044, -0.213, -0.055], [0.045, 0.099, 0.088], [0.377, -0.087, 0.033], [-0.173, 0.276, 0.069], [-0.108, -0.107, -0.021], [0.348, 0.104, 0.073], [-0.414, -0.087, -0.115], [-0.296, 0.088, 0.010], [-0.281, -0.509, -0.504], [-0.014, 0.117, 0.046], [-0.108, -0.180, -0.066], [0.161, 0.319, 0.056], [0.090, -0.341, -0.195], [0.405, 0.218, 0.041], [-0.081, -0.107, -0.005], [0.130, 0.039, 0.220], [-0.235, -0.457, -0.171], [0.249, 0.514, 0.242], [-0.210, -0.025, -0.256], [-0.001, -0.040, 0.009], [-0.003, -0.350, -0.031], [0.304, -0.332, 0.041], [-0.082, 0.060, 0.002], [-0.231, 0.135, 0.003], [0.036, -0.241, 0.105], [-0.052, 0.023, 0.064], [-0.036, -0.024, 0.115], [0.070, -0.019, 0.086], [0.114, 0.071, 0.068], [-0.040, 0.113, 0.091], [0.007, 0.006, 0.004], [-0.136, -0.003, 0.001], [-0.027, 0.056, 0.060], [0.052, 0.039, 0.041], [0.105, -0.022, -0.030], [0.076, -0.100, -0.129], [-0.021, 0.062, -0.053], [-0.146, -0.011, -0.083], [-0.048, -0.037, -0.032], [0.117, 0.030, 0.015], [0.089, 0.175, -0.079], [-0.080, 0.018, -0.090], [-0.021, 0.102, 0.008], [-0.133, 0.116, 0.136], [0.024, -0.030, -0.007], [0.119, -0.065, -0.030], [0.103, 0.014, 0.034], [0.166, 0.273, 0.126], [0.053, -0.058, 0.028], [-0.014, 0.016, 0.022], [0.058, -0.030, -0.026], [-0.051, 0.033, -0.001], [0.047, 0.044, 0.030], [0.033, 0.028, 0.103], [0.045, 0.086, 0.001], [-0.009, -0.114, 0.035], [-0.130, -0.025, -0.002], [-0.035, 0.032, 0.089]]
}

Record 4
{
  "formula": "C24H30N4O4S",
  "method": "the ωB97M-V functional and the def2-TZVPD basis",
  "homo_lumo_gap_ev": 7.2,
  "lumo_ev": -0.1,
  "molar_mass_g_mol": 470.6,
  "e_above_lowest_kj_mol": 381.7,
  "charge": 0,
  "smiles": "O=C(CN1CCN(S(=O)(=O)/C=C/c2ccccc2)CC1)Nc1ccc(N2CCOCC2)cc1",
  "homo_ha": -0.26759,
  "energy_ha": -1850.685905,
  "symbols": ["O", "C", "N", "C", "C", "C", "C", "C", "C", "H", "H", "N", "C", "H", "C", "H", "O", "C", "H", "C", "H", "H", "H", "H", "H", "H", "H", "H", "C", "N", "C", "C", "N", "S", "O", "O", "C", "C", "C", "C", "C", "C", "C", "C", "H", "H", "H", "H", "H", "H", "H", "C", "C", "H", "H", "H", "H", "H", "H", "H", "H", "H", "H"],
  "xyz": [[-2.221, -3.482, -0.663], [-1.492, -2.518, -0.751], [-1.853, -1.224, -0.586], [-3.089, -0.684, -0.222], [-3.181, 0.695, -0.042], [-4.374, 1.283, 0.315], [-5.535, 0.521, 0.499], [-5.425, -0.862, 0.323], [-4.228, -1.455, -0.027], [-4.174, -2.523, -0.159], [-6.283, -1.502, 0.450], [-6.704, 1.145, 0.920], [-7.139, 2.369, 0.275], [-6.288, 2.945, -0.082], [-8.062, 2.041, -0.909], [-8.464, 2.953, -1.354], [-9.177, 1.282, -0.499], [-8.772, 0.077, 0.117], [-9.688, -0.425, 0.432], [-7.860, 0.367, 1.315], [-7.548, -0.553, 1.807], [-8.421, 0.971, 2.038], [-8.243, -0.553, -0.615], [-7.489, 1.485, -1.668], [-7.692, 2.965, 1.009], [-4.398, 2.350, 0.476], [-2.302, 1.310, -0.175], [-1.083, -0.568, -0.674], [-0.011, -2.645, -1.121], [0.767, -1.542, -0.585], [0.972, -1.686, 0.851], [1.626, -0.419, 1.395], [2.883, -0.153, 0.727], [4.196, -1.057, 1.277], [4.006, -1.272, 2.680], [4.460, -2.199, 0.443], [5.490, 0.138, 1.039], [6.487, -0.125, 0.204], [7.634, 0.712, -0.112], [7.807, 1.987, 0.431], [8.916, 2.744, 0.105], [9.872, 2.245, -0.766], [9.713, 0.982, -1.312], [8.604, 0.223, -0.990], [8.481, -0.762, -1.415], [10.455, 0.589, -1.991], [10.738, 2.839, -1.016], [9.039, 3.728, 0.533], [7.069, 2.384, 1.110], [6.447, -1.083, -0.300], [5.365, 1.018, 1.640], [2.752, -0.132, -0.712], [2.053, -1.384, -1.250], [1.881, -1.269, -2.323], [2.708, -2.252, -1.081], [3.755, -0.052, -1.134], [2.176, 0.760, -0.981], [0.972, 0.445, 1.240], [1.845, -0.528, 2.457], [1.626, -2.545, 1.077], [0.005, -1.845, 1.334], [0.048, -2.621, -2.214], [0.347, -3.631, -0.789]],
  "atomic_forces_ev_per_a": [[-0.149, -0.250, 0.006], [0.368, 0.137, -0.092], [0.208, 0.344, -0.046], [-0.433, -0.073, 0.083], [-0.017, -0.174, -0.064], [-0.056, -0.019, -0.057], [0.329, -0.230, -0.014], [-0.179, 0.312, 0.052], [0.254, -0.111, -0.055], [0.008, -0.046, -0.011], [-0.093, -0.028, 0.002], [-0.258, 0.168, 0.301], [-0.255, 0.025, -0.379], [-0.031, 0.036, 0.050], [0.283, 0.274, 0.067], [0.084, -0.023, -0.029], [-0.122, 0.042, 0.046], [0.118, -0.163, 0.289], [0.079, -0.054, -0.010], [-0.212, -0.126, -0.240], [-0.028, 0.008, 0.039], [-0.008, -0.113, -0.019], [-0.061, 0.019, 0.055], [-0.045, 0.067, 0.039], [0.053, 0.049, -0.080], [-0.005, 0.080, 0.042], [0.093, 0.080, -0.010], [-0.032, -0.206, 0.008], [-0.014, -0.052, 0.024], [0.088, -0.089, -0.117], [-0.015, 0.247, 0.184], [-0.334, -0.386, 0.478], [0.875, -0.405, 0.480], [0.284, 0.659, -0.078], [-0.125, 0.193, 0.089], [0.028, 0.142, -0.139], [-0.443, -0.595, -0.022], [-0.290, -0.353, 0.003], [0.398, 0.320, -0.056], [-0.011, -0.158, -0.072], [-0.024, 0.083, 0.059], [0.018, -0.056, -0.040], [0.116, 0.069, -0.044], [-0.213, 0.014, 0.146], [-0.024, -0.108, -0.039], [0.050, -0.036, -0.051], [0.068, 0.047, -0.021], [0.000, 0.071, 0.036], [-0.076, 0.079, 0.088], [0.000, -0.080, -0.075], [-0.008, 0.259, 0.142], [0.069, -0.185, -0.638], [0.131, 0.183, -0.115], [0.031, -0.011, 0.033], [-0.124, 0.048, -0.099], [-0.087, 0.099, -0.188], [0.080, -0.047, 0.001], [0.055, -0.041, 0.010], [-0.232, 0.067, -0.009], [-0.121, -0.031, -0.019], [0.044, -0.016, 0.035], [0.012, -0.031, 0.050], [-0.100, 0.077, -0.012]]
}